Entry 1:
Here is a molecular structure, C29H29F3N3O4S2V from OMol25. Energies are from wB97M-V/def2-TZVPD.

Each line ends with the Löwdin charge.
Positions of all 71 atoms, in Å:
1 V -0.744 0.235 0.038  0.785
2 N -3.162 1.036 -3.191  0.056
3 C -2.099 1.010 -2.314  -0.829
4 S -1.317 -0.543 -2.035  0.777
5 N -1.792 2.088 -1.688  0.017
6 N -0.610 1.956 -0.912  -0.145
7 C -0.189 3.174 -0.543  -0.080
8 C 1.096 3.585 -0.263  -0.148
9 C 1.233 4.768 0.546  -0.063
10 C 2.437 5.263 0.910  -0.114
11 C 3.624 4.615 0.419  -0.096
12 C 3.559 3.561 -0.417  -0.023
13 C 2.284 2.994 -0.876  -0.386
14 O 2.246 2.129 -1.751  0.027
15 H -3.637 0.158 -3.319  0.067
16 H -3.762 1.840 -3.091  0.088
17 H -0.995 3.901 -0.451  0.119
18 H 0.322 5.227 0.916  0.110
19 H 2.513 6.123 1.561  0.085
20 H 4.593 5.000 0.717  0.094
21 H 4.450 3.085 -0.809  0.107
22 C -0.730 -2.008 0.905  -0.341
23 C 0.027 -1.880 2.153  -0.241
24 C 1.257 -2.451 1.978  -0.215
25 C 1.304 -3.055 0.667  -0.228
26 C 0.106 -2.840 0.041  -0.271
27 C -0.376 -3.553 -1.185  -0.079
28 C 2.478 -3.827 0.152  -0.042
29 C 2.384 -2.447 2.963  -0.035
30 C -0.476 -1.313 3.445  -0.033
31 C -2.216 -2.315 0.962  -0.075
32 H -0.800 -4.529 -0.919  0.082
33 H 0.428 -3.739 -1.899  0.069
34 H -1.161 -3.015 -1.713  -0.002
35 H 2.789 -4.601 0.860  0.076
36 H 3.347 -3.185 -0.009  0.061
37 H 2.255 -4.322 -0.793  0.063
38 H 2.286 -3.238 3.715  0.076
39 H 2.439 -1.497 3.500  0.067
40 H 3.346 -2.588 2.467  0.068
41 H -0.823 -2.109 4.114  0.084
42 H -1.309 -0.629 3.311  0.049
43 H 0.309 -0.772 3.977  0.070
44 H -2.376 -3.372 1.208  0.088
45 H -2.721 -2.132 0.009  0.050
46 H -2.727 -1.726 1.725  0.063
47 C 3.112 2.152 3.710  -0.091
48 C 1.716 2.263 3.543  -0.075
49 C 1.099 1.658 2.487  -0.033
50 C 1.827 0.906 1.532  -0.162
51 C 1.216 0.263 0.415  -0.159
52 C 1.996 -0.359 -0.521  -0.104
53 C 3.401 -0.427 -0.366  -0.073
54 C 4.002 0.134 0.717  -0.039
55 C 3.228 0.821 1.688  -0.182
56 C 3.845 1.446 2.798  -0.047
57 H 3.599 2.638 4.545  0.093
58 H 1.128 2.832 4.252  0.102
59 H 0.026 1.762 2.374  0.096
60 H 1.558 -0.777 -1.417  0.095
61 H 3.993 -0.904 -1.136  0.107
62 H 5.078 0.095 0.841  0.108
63 H 4.921 1.366 2.897  0.106
64 F -5.144 0.263 1.658  0.143
65 C -4.409 1.075 0.902  -0.651
66 F -4.046 0.412 -0.193  0.125
67 F -5.164 2.113 0.536  0.137
68 S -2.938 1.700 1.857  0.578
69 O -2.613 2.976 1.306  -0.251
70 O -3.293 1.570 3.232  -0.246
71 O -1.882 0.651 1.505  -0.427

## Properties
* E_HOMO (spin up / spin down): -4.250 / -4.264 eV
* Kohn-Sham gap (spin up / spin down): 5.87 / 6.57 eV
* LUMO energy (spin up / spin down): 1.6 / 2.3 eV
* ΔE to the lowest compared entry with this formula, charge and spin: 1.908 eV
* 2S+1: 2
* net charge: -1

***

Entry 2:
Here is C3H7NO2S in the gas phase from OMol25. Energies are from wB97M-V/def2-TZVPD.

Each line ends with the Löwdin charge.
Positions of all 14 atoms, in Å:
1 O 0.517 1.696 0.332  0.095
2 C -0.211 1.286 1.207  -0.613
3 O -0.480 2.025 2.332  0.087
4 N -0.777 0.068 1.203  0.065
5 C -0.214 -1.009 0.374  -0.246
6 C -0.499 -0.783 -1.091  -0.561
7 S 0.763 -1.510 -2.187  0.704
8 H 0.372 2.393 2.604  0.119
9 H -1.124 -0.326 2.056  0.135
10 H -0.642 -1.940 0.749  0.123
11 H 0.850 -1.010 0.617  0.114
12 H -0.659 0.237 -1.407  0.066
13 H -1.460 -1.208 -1.338  0.063
14 H 0.735 -2.713 -1.596  -0.150

## Properties
* E_HOMO: -9.148 eV
* Kohn-Sham gap: 9.74 eV
* LUMO energy: 0.6 eV
* SMILES string: O=C(O)NCCS
* ΔE to the lowest compared entry with this formula, charge and spin: 0.446 eV

***

Entry 3:
Here is C3H6S2 in the gas phase from OMol25. Energies are from wB97M-V/def2-TZVPD.

Each line ends with the Löwdin charge.
Positions of all 11 atoms, in Å:
1 C 0.906 0.213 -0.664  -0.601
2 C -0.410 -0.089 -1.153  -0.540
3 S -1.309 -1.001 0.148  0.808
4 C -0.475 -0.115 1.505  -0.783
5 S 0.882 0.931 0.963  0.834
6 H 1.570 -0.622 -0.695  0.078
7 H 1.442 0.954 -1.156  0.046
8 H -1.042 0.803 -1.217  0.077
9 H -0.649 -0.635 -2.009  0.055
10 H 0.097 -0.866 2.041  0.010
11 H -1.010 0.426 2.236  0.015

## Properties
* E_HOMO: -8.487 eV
* Kohn-Sham gap: 9.24 eV
* LUMO energy: 0.7 eV
* SMILES string: C1CSCS1
* ΔE to the lowest compared entry with this formula, charge and spin: 0.730 eV

***

Entry 4:
Here is a molecular structure, C2Br2I2 from OMol25. Energies are from wB97M-V/def2-TZVPD.

Each line ends with the Löwdin charge.
Positions of all 6 atoms, in Å:
1 C 0.745 -0.566 -0.051  -0.776
2 C -0.446 -0.908 -0.138  -1.285
3 Br 0.437 3.071 0.056  -0.074
4 Br -1.097 -2.370 -1.149  0.637
5 I 2.467 0.390 0.606  0.876
6 I -2.106 0.381 0.676  0.621

## Properties
* E_HOMO (spin up / spin down): -9.400 / -8.740 eV
* Kohn-Sham gap (spin up / spin down): 7.39 / 5.33 eV
* LUMO energy (spin up / spin down): -2.0 / -3.4 eV
* ΔE to the lowest compared entry with this formula, charge and spin: 3.345 eV

***

Entry 5:
Here is 3 unconnected molecules or ions with the total composition C14H27BO6 from OMol25. Energies are from wB97M-V/def2-TZVPD.

Each line ends with the Löwdin charge.
Positions of all 48 atoms, in Å:
1 C -3.584 -1.986 2.646  -0.095
2 C -3.504 -1.694 1.026  -0.223
3 O -2.544 -2.560 0.311  -0.033
4 B -1.293 -1.805 0.097  -0.362
5 O -1.135 -0.651 -0.817  0.039
6 C 0.031 -2.266 0.996  -0.163
7 C 1.447 -1.738 0.361  -0.113
8 C 1.998 -0.906 1.662  -0.079
9 C 0.731 -0.709 2.683  -0.232
10 O 0.589 0.353 3.491  -0.013
11 O -0.125 -1.882 2.437  -0.060
12 H -4.619 -1.565 3.017  0.084
13 H -3.519 -3.143 2.902  0.099
14 H -2.743 -1.424 3.234  0.077
15 H -4.581 -1.925 0.586  0.135
16 H -3.329 -0.544 0.867  0.133
17 H -1.020 0.142 -0.183  0.152
18 H 0.136 -3.448 1.097  0.168
19 H 1.981 -2.719 0.012  0.123
20 H 1.442 -1.007 -0.559  0.126
21 H 2.876 -1.330 2.309  0.134
22 H 2.196 0.176 1.263  0.120
23 C -4.103 0.209 -3.999  -0.180
24 C -4.701 1.591 -4.059  -0.186
25 C -4.805 1.955 -2.594  -0.208
26 O -3.733 1.280 -1.920  -0.142
27 C -3.160 0.323 -2.822  -0.216
28 H -3.599 -0.092 -4.921  0.116
29 H -4.887 -0.525 -3.780  0.118
30 H -4.008 2.273 -4.565  0.116
31 H -5.662 1.632 -4.578  0.114
32 H -5.747 1.601 -2.162  0.117
33 H -4.726 3.033 -2.423  0.117
34 H -2.181 0.703 -3.133  0.120
35 H -3.016 -0.630 -2.305  0.104
36 C 6.253 2.129 1.603  -0.181
37 C 6.415 0.823 0.869  -0.179
38 C 4.986 0.333 0.776  -0.219
39 O 4.150 1.497 0.719  -0.156
40 C 4.944 2.645 1.046  -0.199
41 H 7.084 2.823 1.453  0.116
42 H 6.153 1.940 2.679  0.119
43 H 6.812 1.008 -0.135  0.118
44 H 7.076 0.114 1.373  0.117
45 H 4.703 -0.239 1.666  0.098
46 H 4.813 -0.289 -0.107  0.122
47 H 5.103 3.215 0.124  0.118
48 H 4.405 3.276 1.758  0.121

## Properties
* E_HOMO: -9.355 eV
* Kohn-Sham gap: 9.85 eV
* LUMO energy: 0.5 eV
* SMILES string: CCOB(O)[C@H]1CCC(=O)O1.C1CCOC1.C1CCOC1

***

Entry 6:
Here is a molecular structure, C40H28F7N8O5OsSSe from OMol25. Energies are from wB97M-V/def2-TZVPD.

Each line ends with the Löwdin charge.
Positions of all 91 atoms, in Å:
1 Os -0.172 0.161 -0.177  1.166
2 Se -0.229 -0.594 7.423  1.176
3 N -0.049 0.790 6.320  -0.215
4 C -0.066 0.318 5.102  -0.330
5 C 0.064 1.158 3.915  -0.073
6 C 0.320 2.527 3.956  0.032
7 C 0.487 3.193 2.761  -0.003
8 C 0.339 2.517 1.558  -0.077
9 N 0.033 1.215 1.504  -0.049
10 C -0.041 0.536 2.677  -0.118
11 C -0.140 -0.903 2.552  -0.141
12 N -0.094 -1.367 1.291  -0.050
13 C -0.126 -2.685 1.105  -0.090
14 C -0.206 -3.587 2.157  -0.005
15 C -0.256 -3.114 3.452  0.036
16 C -0.217 -1.738 3.662  -0.071
17 C -0.214 -1.110 4.978  -0.332
18 N -0.314 -1.777 6.097  -0.214
19 H 0.415 3.027 4.910  0.128
20 H 0.734 4.245 2.735  0.123
21 H 0.489 3.008 0.608  0.092
22 H -0.089 -3.024 0.079  0.100
23 H -0.218 -4.647 1.947  0.123
24 H -0.311 -3.783 4.300  0.129
25 F -7.363 -3.945 0.770  0.154
26 C -6.302 -3.260 0.368  -0.127
27 C -5.930 -3.267 -0.965  -0.133
28 F -6.638 -3.962 -1.847  0.149
29 C -4.820 -2.550 -1.388  -0.191
30 F -4.512 -2.594 -2.685  0.120
31 C -4.064 -1.811 -0.492  -0.320
32 S -2.641 -0.823 -0.854  1.016
33 C -4.455 -1.826 0.842  -0.232
34 F -3.729 -1.135 1.737  0.077
35 C -5.555 -2.533 1.282  -0.137
36 F -5.892 -2.521 2.567  0.144
37 F 4.244 -3.317 0.303  0.099
38 C 3.930 -2.536 -0.732  -0.188
39 C 4.248 -1.242 -0.750  0.047
40 N 3.937 -0.420 -1.816  0.000
41 C 3.823 1.010 -1.591  -0.020
42 C 2.456 1.387 -1.015  -0.593
43 O 2.138 2.557 -0.920  0.055
44 O 1.777 0.352 -0.639  -0.179
45 C 3.199 -0.897 -2.880  -0.469
46 O 2.765 -0.176 -3.756  0.094
47 N 2.977 -2.255 -2.874  0.232
48 C 3.199 -3.155 -1.834  -0.395
49 O 2.800 -4.293 -1.882  0.110
50 H 4.769 -0.781 0.077  0.155
51 H 3.954 1.536 -2.534  0.122
52 H 4.600 1.340 -0.903  0.144
53 H 2.475 -2.611 -3.675  0.161
54 F -0.785 -2.021 -6.257  0.108
55 C -1.211 -1.748 -5.029  -0.261
56 C -2.148 -0.740 -4.853  0.031
57 C -2.597 -0.474 -3.576  -0.082
58 C -2.110 -1.208 -2.496  -0.548
59 C -1.166 -2.211 -2.694  -0.086
60 C -0.712 -2.490 -3.976  0.016
61 H -2.485 -0.174 -5.708  0.135
62 H -3.328 0.307 -3.407  0.123
63 H -0.812 -2.803 -1.861  0.090
64 H -0.015 -3.293 -4.171  0.127
65 C 3.006 5.192 -4.740  -0.063
66 C 2.883 3.722 -4.375  -0.205
67 N 2.100 2.953 -5.337  -0.042
68 C 2.685 2.715 -6.659  -0.189
69 C 2.010 3.526 -7.753  -0.064
70 C 0.967 2.288 -5.044  -0.430
71 O 0.431 1.495 -5.803  0.081
72 C 0.295 2.567 -3.725  -0.094
73 C -0.264 3.791 -3.400  0.027
74 C -0.977 3.911 -2.217  -0.011
75 C -1.046 2.827 -1.369  -0.128
76 N -0.458 1.656 -1.652  -0.097
77 C 0.154 1.520 -2.833  -0.069
78 H 3.565 5.722 -3.968  0.081
79 H 2.025 5.659 -4.836  0.072
80 H 3.535 5.325 -5.684  0.073
81 H 2.444 3.607 -3.384  0.101
82 H 3.880 3.272 -4.326  0.120
83 H 2.595 1.650 -6.876  0.123
84 H 3.747 2.957 -6.589  0.121
85 H 0.968 3.224 -7.855  0.075
86 H 2.508 3.355 -8.707  0.080
87 H 2.045 4.594 -7.537  0.067
88 H -0.163 4.634 -4.072  0.129
89 H -1.460 4.838 -1.943  0.119
90 H -1.591 2.872 -0.435  0.114
91 H 0.598 0.558 -3.059  0.119

## Properties
* E_HOMO: -10.633 eV
* Kohn-Sham gap: 7.10 eV
* LUMO energy: -3.5 eV
* net charge: +1

***

Entry 7:
Here is a molecular structure, C34H30N3O2PTm from OMol25. Energies are from wB97M-V/def2-TZVPD.

Each line ends with the Löwdin charge.
Positions of all 71 atoms, in Å:
1 Tm -0.217 0.330 1.130  1.413
2 O 0.690 -3.529 2.047  0.053
3 C 0.224 -3.746 3.316  -0.248
4 C 0.429 -4.964 3.950  -0.014
5 C -0.009 -5.157 5.250  -0.064
6 C -0.646 -4.131 5.935  -0.072
7 C -0.832 -2.915 5.302  -0.017
8 C -0.415 -2.708 3.987  -0.090
9 C -0.642 -1.388 3.363  -0.407
10 O -1.020 -1.310 2.111  -0.176
11 N -0.421 -0.349 4.134  0.103
12 N -0.524 0.805 3.376  -0.114
13 C -0.469 1.943 3.923  -0.033
14 C -0.540 3.115 3.016  -0.249
15 C -0.467 4.402 3.501  0.004
16 C -0.551 5.462 2.604  -0.024
17 C -0.708 5.189 1.260  -0.026
18 C -0.768 3.861 0.856  -0.107
19 N -0.689 2.843 1.705  0.032
20 H 1.197 -4.301 1.773  0.113
21 H 0.940 -5.761 3.421  0.119
22 H 0.152 -6.114 5.729  0.112
23 H -0.989 -4.277 6.949  0.107
24 H -1.314 -2.096 5.820  0.116
25 H -0.386 2.057 5.001  0.143
26 H -0.347 4.571 4.563  0.125
27 H -0.494 6.483 2.957  0.122
28 H -0.779 5.979 0.526  0.117
29 H -0.878 3.600 -0.188  0.074
30 C -0.554 -0.809 -4.292  -0.027
31 C -0.966 0.640 -4.279  -0.256
32 C -1.562 1.173 -5.420  -0.032
33 C -1.936 2.505 -5.501  -0.058
34 C -1.719 3.352 -4.428  -0.072
35 C -1.140 2.840 -3.279  -0.097
36 C -0.763 1.497 -3.186  -0.330
37 P -0.004 1.038 -1.603  1.081
38 C -0.809 -0.605 -1.220  -0.438
39 C -2.178 -0.409 -0.931  -0.156
40 C -3.003 -1.455 -0.567  -0.053
41 C -2.463 -2.731 -0.455  -0.038
42 C -1.121 -2.930 -0.705  -0.027
43 C -0.262 -1.892 -1.083  -0.274
44 C 1.186 -2.239 -1.322  -0.016
45 C 1.779 0.856 -1.864  -0.351
46 C 2.309 0.944 -3.153  -0.092
47 C 3.672 0.837 -3.362  -0.071
48 C 4.508 0.643 -2.270  -0.063
49 C 3.980 0.579 -0.990  -0.043
50 C 2.610 0.694 -0.741  -0.337
51 C 2.093 0.616 0.689  -0.274
52 H -0.474 -1.164 -5.319  0.089
53 H -1.284 -1.440 -3.780  0.092
54 H 0.413 -0.962 -3.812  0.062
55 H -1.721 0.523 -6.273  0.118
56 H -2.389 2.881 -6.409  0.112
57 H -1.998 4.396 -4.481  0.109
58 H -0.972 3.499 -2.435  0.081
59 H -2.605 0.584 -1.056  0.113
60 H -4.053 -1.278 -0.374  0.120
61 H -3.089 -3.564 -0.162  0.121
62 H -0.708 -3.927 -0.611  0.124
63 H 1.261 -3.276 -1.648  0.095
64 H 1.767 -2.141 -0.400  0.088
65 H 1.663 -1.608 -2.067  0.067
66 H 1.652 1.095 -4.001  0.102
67 H 4.076 0.902 -4.364  0.108
68 H 5.577 0.554 -2.415  0.109
69 H 4.645 0.440 -0.145  0.117
70 H 2.344 1.568 1.183  0.043
71 H 2.710 -0.121 1.217  0.038

## Properties
* E_HOMO (spin up / spin down): -10.746 / -10.729 eV
* Kohn-Sham gap (spin up / spin down): 7.30 / 7.29 eV
* LUMO energy (spin up / spin down): -3.4 / -3.4 eV
* ΔE to the lowest compared entry with this formula, charge and spin: 0.000 eV
* 2S+1: 3
* net charge: +1

***

no.,electronic energy (Eh)
1,-3627.73516
2,-721.94625
3,-914.24883
4,-5819.46398
5,-1025.82907
6,-5944.56365
7,-3054.79106